# 1
Molecular formula: C8H8NO
Method: DFT, ωB97M-V/def2-TZVPD

Last column: natural (NBO) charge in e.
Cartesian coordinates (Å):
C: 0.1318 -1.8316 0.3912  0.02
C: -1.1419 -2.2869 0.7606  -0.59
C: 2.0705 0.8553 -0.9680  -0.30
C: 1.9350 -0.4427 -0.5561  -0.11
C: 0.8369 1.4828 -0.7202  0.10
C: 0.5925 -0.6216 -0.0719  -0.01
C: -2.3359 -1.7244 0.6683  0.83
C: -1.7215 1.3080 0.3302  -0.26
N: -0.0110 0.6076 -0.2146  -0.32
O: -3.4041 -1.3302 0.5865  -0.35
H: 0.9046 -2.5882 0.4569  0.25
H: -1.2035 -3.3011 1.1511  0.31
H: 2.9347 1.3263 -1.3920  0.26
H: 2.6721 -1.2199 -0.5999  0.24
H: 0.5735 2.5085 -0.8997  0.23
H: -1.5345 2.3626 0.2256  0.23
H: -2.4001 0.8849 -0.3916  0.22
H: -1.8047 0.9558 1.3451  0.22

Cartesian forces (eV/Å) of the 2 atoms listed first:
0.1 0.8 -0.4
0.5 -0.9 0.5

- gap between HOMO and LUMO (alpha / beta) (eV) = 7.8 / 7.8
- E_LUMO (alpha / beta) (eV) = -5.20 / -5.20
- charge = +1
- highest occupied orbital energy (alpha / beta) (hartree) = -0.4784 / -0.4783

# 2
Molecular formula: C8H8O
Method: DFT, ωB97M-V/def2-TZVPD

Last column: natural (NBO) charge in e.
Cartesian coordinates (Å):
C: -1.3917 1.0584 -1.1197  -0.42
C: 0.0424 0.6316 -1.5154  -0.43
C: 0.6209 0.1979 -0.1806  0.18
C: 1.7399 -0.6582 0.2576  0.01
C: 1.2451 -1.3430 1.4877  -0.19
C: 0.0249 -0.9597 1.8002  -0.19
C: -0.5171 -0.0588 0.7502  -0.07
C: -1.6417 0.3767 0.2381  -0.14
H: -1.5744 2.1433 -1.0841  0.22
H: -2.1081 0.6278 -1.8287  0.21
H: 0.6379 1.4449 -1.9533  0.23
H: -0.0447 -0.1447 -2.2691  0.22
H: 2.5286 -1.0967 -0.3584  0.20
H: 1.8788 -2.0434 2.0276  0.22
H: -0.5177 -1.3068 2.6664  0.22
H: -2.6539 0.3293 0.6245  0.21
O: 1.7308 0.8016 0.4570  -0.48

Cartesian forces (eV/Å) of the 2 atoms listed first:
-0.7 -0.6 0.1
0.2 1.0 0.3

- gap between HOMO and LUMO (eV) = 9.9
- E_LUMO (eV) = 0.97
- SMILES string = C1=C[C@@H]2O[C@@]23CCC=C13
- highest occupied orbital energy (hartree) = -0.3281

# 3
Molecular formula: C8H8O
Method: DFT, ωB97M-V/def2-TZVPD

Last column: natural (NBO) charge in e.
Cartesian coordinates (Å):
O: -0.1651 -0.0103 -1.7770  -0.48
C: 1.0180 1.8631 0.9525  -0.38
C: -1.9675 0.3814 1.1928  -0.37
C: 1.3602 -1.2378 -0.6808  -0.19
C: 0.1470 -1.8958 -0.5484  -0.20
C: 0.4107 0.8329 0.2444  -0.03
C: -0.8968 0.1297 0.3225  -0.03
C: 1.0224 0.1846 -0.9801  0.00
C: -0.8645 -0.8258 -0.8418  -0.01
H: 1.9851 2.2595 0.6622  0.21
H: 0.4957 2.2681 1.8009  0.20
H: -1.9251 1.1696 1.9770  0.20
H: -2.9219 -0.1038 1.0971  0.20
H: 2.3305 -1.6610 -0.4965  0.22
H: -0.0361 -2.9362 -0.2657  0.23
H: 1.8491 0.7253 -1.4479  0.21
H: -1.8418 -1.1436 -1.2112  0.22

Cartesian forces (eV/Å) of the 2 atoms listed first:
0.2 0.6 -0.9
-1.9 -2.7 -1.5

- gap between HOMO and LUMO (eV) = 9.4
- E_LUMO (eV) = 0.63
- SMILES string = C=C1C(=C)[C@H]2C=C[C@@H]1O2
- highest occupied orbital energy (hartree) = -0.3219

# 4
Molecular formula: C8H8O3S
Method: DFT, ωB97M-V/def2-TZVPD

Last column: natural (NBO) charge in e.
Cartesian coordinates (Å):
C: 2.8200 0.8771 -0.0717  -0.20
C: 1.6863 1.7127 -0.0261  -0.19
C: 2.6610 -0.4556 -0.3187  -0.20
C: 0.4438 1.2122 -0.0939  -0.22
C: 1.4649 -1.0376 -0.4318  -0.21
C: 0.3348 -0.1870 -0.2224  -0.04
C: -1.8009 -0.8695 0.9320  -0.71
C: -0.9872 -0.9366 -0.3419  0.08
O: -4.2937 -0.4534 0.0644  -0.90
O: -2.8922 1.5475 0.3476  -0.92
O: -2.1016 -0.1020 -1.2441  -0.70
S: -2.9912 0.1367 0.0900  2.36
H: 3.9130 1.1315 0.0047  0.23
H: 1.7066 2.8521 0.1335  0.23
H: 3.4963 -0.9988 -0.5449  0.20
H: -0.4662 1.7524 -0.0346  0.25
H: 1.4376 -2.0798 -0.6303  0.22
H: -2.2585 -1.8110 1.2798  0.26
H: -1.4338 -0.3050 1.7265  0.25
H: -0.7391 -1.9858 -0.6182  0.23

Cartesian forces (eV/Å) of the 2 atoms listed first:
1.0 1.2 -0.1
2.2 3.1 0.9

- gap between HOMO and LUMO (eV) = 10.0
- E_LUMO (eV) = 0.34
- highest occupied orbital energy (hartree) = -0.3556

# 5
Molecular formula: C8H8O5S2
Method: DFT, ωB97M-V/def2-TZVPD

Last column: natural (NBO) charge in e.
Cartesian coordinates (Å):
C: -1.9393 -0.3574 2.7174  0.79
C: 2.2407 0.8848 0.1742  0.73
C: -1.6696 -0.2916 0.0822  -0.48
C: 1.2596 -1.5736 0.2925  -0.58
C: -0.5034 0.4358 0.6350  -0.14
C: -1.0796 -0.6592 1.4260  -0.33
C: 1.1537 -0.1521 -0.1524  -0.30
C: -0.0047 1.3799 -2.2793  -0.80
O: -2.7622 0.5557 2.5608  -0.79
O: 2.4618 1.5952 -0.8421  -0.79
O: -1.7188 -1.0627 3.7006  -0.76
O: 2.7838 0.9328 1.2749  -0.73
O: 0.4909 -1.1779 -2.5633  -1.08
S: -0.0435 -2.1227 1.4921  0.19
S: 1.2019 0.0110 -1.9896  1.25
H: -2.6338 0.2030 0.1182  0.23
H: -1.5163 -0.9474 -0.7641  0.23
H: 1.1589 -2.2297 -0.5766  0.24
H: 2.2101 -1.7537 0.8005  0.23
H: -0.4597 1.4680 0.9210  0.23
H: -0.8755 1.2297 -1.6566  0.23
H: -0.2711 1.3362 -3.3320  0.20
H: 0.5163 2.2958 -2.0396  0.24

Cartesian forces (eV/Å) of the 2 atoms listed first:
0.5 -0.1 -1.0
0.0 -0.2 0.2

- gap between HOMO and LUMO (eV) = 6.9
- E_LUMO (eV) = 5.35
- charge = -2
- highest occupied orbital energy (hartree) = -0.0559

# 6
Molecular formula: C8H8O7
Method: DFT, ωB97M-V/def2-TZVPD

Last column: natural (NBO) charge in e.
Cartesian coordinates (Å):
C: -2.8452 1.3857 -0.5302  -0.01
C: -3.6700 0.3483 -0.2180  0.16
C: -2.8276 -0.7847 0.0150  0.15
C: -1.5642 -0.3181 -0.1763  0.16
C: 4.3379 0.7876 0.0047  -0.28
C: 3.0279 0.7771 0.2081  -0.32
C: 2.2186 -0.4065 -0.1415  0.77
C: -0.0181 -1.2354 -0.1304  0.79
O: 2.6499 -1.4202 -0.6329  -0.61
O: -1.5563 0.9795 -0.5097  -0.39
O: -5.0284 0.2764 -0.1139  -0.68
O: -3.2374 -2.0204 0.3705  -0.65
O: -0.0422 -2.1735 0.8596  -0.70
O: 0.1211 -1.7816 -1.3463  -0.69
O: 0.9243 -0.2010 0.1663  -0.53
H: -3.0319 2.4110 -0.7795  0.20
H: 4.9483 1.6374 0.2532  0.20
H: 4.8199 -0.0765 -0.4223  0.22
H: 2.4859 1.6097 0.6293  0.22
H: -5.4174 1.1282 -0.3284  0.49
H: -4.2033 -2.0231 0.3458  0.49
H: -0.3170 -1.7868 1.7000  0.49
H: 0.9613 -2.2788 -1.3638  0.51

Cartesian forces (eV/Å) of the 2 atoms listed first:
-0.8 -0.1 0.0
0.3 0.4 -0.1

- gap between HOMO and LUMO (eV) = 8.8
- E_LUMO (eV) = 0.44
- SMILES string = C=CC(=O)OC(O)(O)c1occ(O)c1O
- highest occupied orbital energy (hartree) = -0.3087

# 7
Molecular formula: C8H8Si
Method: DFT, ωB97M-V/def2-TZVPD

Last column: natural (NBO) charge in e.
Cartesian coordinates (Å):
C: -2.7418 -0.1735 -0.0481  -0.21
C: -2.0993 1.0141 -0.3644  -0.20
C: -1.9259 -1.2458 0.2022  -0.20
C: -0.7395 1.1850 -0.2330  -0.19
C: -0.5878 -1.1517 0.3524  -0.20
C: 0.0534 0.0685 0.2239  -0.08
C: 2.6725 1.0170 0.5958  -0.55
C: 1.5110 0.1651 0.3066  -0.32
Si: 3.1515 -0.5328 -0.2778  1.02
H: -3.7458 -0.2441 -0.2342  0.21
H: -2.7377 1.8218 -0.6764  0.21
H: -2.5184 -2.1339 0.6703  0.21
H: -0.3097 2.0733 -0.5967  0.22
H: 0.0291 -1.9964 0.5930  0.22
H: 2.7969 1.9636 1.1579  0.23
H: 3.3652 -0.0121 -1.5865  -0.20
H: 3.8262 -1.8179 -0.0850  -0.16

Cartesian forces (eV/Å) of the 2 atoms listed first:
3.0 0.9 -0.9
-0.6 0.4 0.2

- gap between HOMO and LUMO (eV) = 8.9
- E_LUMO (eV) = 0.39
- SMILES string = C1=C(c2ccccc2)[SiH2]1
- highest occupied orbital energy (hartree) = -0.3109

# 8
Molecular formula: C8H9B2BeF14N4O4S2
Method: DFT, ωB97M-V/def2-TZVPD

Last column: natural (NBO) charge in e.
Cartesian coordinates (Å):
Be: -10.6212 22.5354 8.5976  1.66
B: -8.3134 23.5685 6.9265  1.30
F: -8.1186 24.8920 7.1082  -0.54
F: -8.1296 22.9152 8.1759  -0.57
F: -9.5077 23.2859 6.5057  -0.55
F: -7.4218 23.0968 6.0093  -0.57
B: -9.6852 24.8893 10.4477  1.32
F: -10.2964 25.7578 11.3394  -0.56
F: -9.9823 25.1135 9.1082  -0.55
F: -8.3065 25.0732 10.5737  -0.57
F: -10.0627 23.6420 10.7950  -0.55
C: -14.1019 20.4774 10.8804  0.80
F: -12.9682 19.8486 10.9354  -0.31
F: -14.8741 19.7354 10.1981  -0.29
F: -14.6093 20.7260 12.0699  -0.31
S: -13.8821 22.2681 10.0494  2.06
O: -15.2214 22.9217 10.0140  -0.86
O: -12.9341 22.8952 10.9288  -0.90
N: -13.0460 21.8624 8.5628  -1.22
S: -14.2890 21.7458 7.5435  2.19
O: -15.3731 20.8846 7.9101  -0.90
O: -14.6611 23.0104 6.9078  -0.92
C: -13.4164 20.8656 6.0772  0.73
F: -12.7893 19.7130 6.4222  -0.33
F: -14.2697 20.4884 5.1243  -0.31
F: -12.4435 21.7858 5.6151  -0.35
C: -8.9497 20.1794 4.6702  -0.74
C: -9.4219 20.3699 6.0363  0.41
N: -9.8104 20.4676 7.1359  -0.44
H: -8.8793 19.1088 4.4779  0.25
H: -7.9926 20.6960 4.7426  0.29
H: -9.6199 20.7730 4.0485  0.27
C: -8.5525 18.7094 11.5974  -0.73
C: -9.2870 19.6755 10.7246  0.36
N: -9.9019 20.4140 10.0787  -0.38
H: -8.2038 19.0964 12.5548  0.27
H: -7.5392 18.4476 11.2929  0.26
H: -9.1450 17.8001 11.6983  0.25
C: -12.4211 25.1614 4.6197  -0.72
C: -12.2166 24.7933 6.0231  0.35
N: -12.0491 24.5475 7.1433  -0.36
H: -13.4066 25.5814 4.4185  0.25
H: -12.3484 24.3055 3.9487  0.25
H: -11.6533 25.8427 4.2533  0.25

Cartesian forces (eV/Å) of the 2 atoms listed first:
0.6 0.6 0.0
3.8 1.4 1.6

- gap between HOMO and LUMO (eV) = 8.5
- E_LUMO (eV) = 0.59
- charge = -1
- highest occupied orbital energy (hartree) = -0.2914

# 9
Molecular formula: C8H9BO3
Method: DFT, ωB97M-V/def2-TZVPD

Last column: natural (NBO) charge in e.
Cartesian coordinates (Å):
B: 2.3521 -0.6255 -0.6330  1.10
C: -2.9305 0.3641 0.2292  -0.23
C: -2.7281 -0.7587 1.0470  -0.21
C: -1.8332 1.0704 -0.3039  -0.20
C: -1.4723 -0.9564 1.4953  -0.28
C: -0.5839 0.8330 0.2266  -0.08
C: -0.4277 -0.2085 1.0825  0.30
C: 0.7661 1.2557 -0.3579  -0.44
C: 1.7848 0.3853 0.4935  -0.20
O: 0.8878 -0.3023 1.4615  -0.49
O: 1.7986 -1.7961 -0.9236  -0.90
O: 3.4766 -0.1670 -1.3492  -0.91
H: -3.9954 0.6655 -0.1883  0.21
H: -3.7572 -1.3446 1.1831  0.23
H: -1.9143 1.7606 -1.1415  0.21
H: -1.2697 -1.8752 2.1227  0.23
H: 0.7989 1.3249 -1.4090  0.22
H: 0.9906 2.2766 -0.0901  0.22
H: 2.5186 0.9491 1.0123  0.22
H: 1.8578 -2.3085 -1.7378  0.51
H: 3.6805 -0.5425 -2.2193  0.49

Cartesian forces (eV/Å) of the 2 atoms listed first:
2.2 1.1 -0.4
-1.8 0.8 -2.0

- gap between HOMO and LUMO (eV) = 8.3
- E_LUMO (eV) = 0.21
- SMILES string = OB(O)[C@H]1Cc2ccccc2O1
- highest occupied orbital energy (hartree) = -0.2974

# 10
Molecular formula: C8H9Br6I2NO4
Method: DFT, ωB97M-V/def2-TZVPD

Last column: natural (NBO) charge in e.
Cartesian coordinates (Å):
O: -4.7147 -0.3899 -1.3433  -0.28
N: -3.5508 -0.0399 -1.4915  0.37
O: -2.8247 -0.7102 -0.5798  -0.39
C: -1.4292 -0.2467 -0.5223  0.08
Br: -0.0774 -1.0269 -1.7914  0.11
C: -1.0837 1.3555 -0.5820  0.74
O: -1.7893 2.4204 -0.9711  -0.47
O: 0.3016 1.3893 -0.0148  -0.58
C: 0.1962 0.5701 1.2364  -0.07
I: -0.5494 2.0696 2.6738  0.19
I: 2.1055 -0.2781 2.0084  0.25
C: -1.1003 -0.4458 1.1055  -0.37
Br: -2.8286 0.2655 1.9221  0.08
H: -0.9933 -1.5577 1.4943  0.30
Br: 3.7785 3.0248 3.8184  -0.01
C: 5.2825 2.0794 4.6233  -0.45
C: 4.8801 0.6943 5.0737  -0.45
Br: 3.8605 0.7603 6.7350  -0.01
H: 5.6569 2.7081 5.4359  0.24
H: 6.0383 2.0243 3.8348  0.23
H: 5.7632 0.0923 5.3061  0.23
H: 4.2651 0.1619 4.3429  0.22
Br: -3.3585 0.0127 -6.2810  -0.01
C: -2.2258 -1.5092 -5.8286  -0.45
C: -2.9400 -2.4666 -4.9032  -0.46
Br: -2.9813 -1.7846 -3.0765  0.03
H: -1.3018 -1.1051 -5.4059  0.23
H: -2.0024 -1.9911 -6.7847  0.23
H: -2.4011 -3.4163 -4.8397  0.23
H: -3.9759 -2.6606 -5.1948  0.24

Cartesian forces (eV/Å) of the 2 atoms listed first:
3.1 1.6 -0.4
-5.1 0.7 0.6

- gap between HOMO and LUMO (eV) = 7.4
- E_LUMO (eV) = -1.36
- highest occupied orbital energy (hartree) = -0.3225

# 11
Molecular formula: C8H9CeNO5
Method: DFT, ωB97M-V/def2-TZVPD

Last column: Löwdin spin population.
Cartesian coordinates (Å):
Ce: -1.3448 -1.5428 -1.2327  0.93
O: -0.4660 -5.2806 -0.7491  0.00
C: -0.7709 -4.1617 -0.9333  0.00
C: -2.9732 -0.4257 -0.2807  0.01
O: -3.7501 0.0789 0.3563  0.02
C: -0.7241 -0.2309 -2.8731  0.01
O: -0.2372 0.3690 -3.6773  0.01
C: -2.9842 -1.8567 -2.6780  0.02
O: -3.7795 -2.1484 -3.3886  0.03
C: 1.8345 2.0343 1.8189  0.00
N: 1.5188 0.7759 1.1342  0.00
C: 2.5594 -0.3102 1.1313  0.00
C: 0.4065 0.6240 0.5313  0.00
C: -0.6986 1.6313 0.4055  0.00
O: 0.2468 -0.6006 -0.0225  -0.01
H: 2.8089 2.0033 2.2644  0.00
H: 1.0926 2.2056 2.5948  0.00
H: 1.8014 2.8470 1.0964  0.00
H: 2.1613 -1.1890 1.6110  0.00
H: 2.8444 -0.5270 0.1164  0.00
H: 3.4272 0.0285 1.6755  0.00
H: -0.9623 1.8071 -0.6622  0.00
H: -1.6063 1.2965 0.9325  0.00
H: -0.4047 2.5722 0.8291  0.00

Cartesian forces (eV/Å) of the 2 atoms listed first:
8.4 -6.1 6.6
-1.9 6.8 -1.1

- gap between HOMO and LUMO (alpha / beta) (eV) = 6.7 / 6.7
- E_LUMO (alpha / beta) (eV) = -14.48 / -14.42
- multiplicity = 2
- charge = +3
- highest occupied orbital energy (alpha / beta) (hartree) = -0.7770 / -0.7773
- ⟨S²⟩ = 0.752

# 12
Molecular formula: C8H9Cl2NO
Method: DFT, ωB97M-V/def2-TZVPD

Last column: natural (NBO) charge in e.
Cartesian coordinates (Å):
C: 0.5742 -2.0761 0.2120  -0.33
C: -0.0346 -1.0881 1.0183  0.09
C: 0.6935 -2.1400 -1.1627  0.02
C: 0.8626 -1.0919 -1.8980  -0.14
C: 0.6036 0.1309 -1.6386  0.37
C: -1.3412 0.7905 -0.0728  0.30
C: 1.1833 1.4696 -1.7738  -0.67
C: -0.6317 0.8805 2.2553  -0.41
N: -0.3655 0.2323 0.9322  -0.45
O: -0.9314 0.4072 -1.3305  -0.60
Cl: 0.9079 -3.7877 -1.7099  -0.01
Cl: -2.9945 0.0974 0.1879  -0.09
H: 1.0317 -2.8426 0.7474  0.22
H: 0.0884 -1.3097 2.0331  0.18
H: -1.4094 1.8713 0.0535  0.18
H: 2.2363 1.3846 -1.9285  0.23
H: 0.9014 2.1672 -0.9023  0.23
H: 0.8026 1.9828 -2.6332  0.24
H: -1.0091 1.9300 2.0484  0.22
H: -1.4117 0.2577 2.7444  0.20
H: 0.2433 0.7341 2.8178  0.21

Cartesian forces (eV/Å) of the 2 atoms listed first:
-2.4 3.1 3.1
2.5 -1.7 -1.9

- gap between HOMO and LUMO (eV) = 7.9
- E_LUMO (eV) = -0.39
- SMILES string = CC1=C=C(Cl)/C=C\N(C)[C@H](Cl)O1
- highest occupied orbital energy (hartree) = -0.3064

How do the records compare in E_tot? In the order shown, they have -11953.7724; -10470.7921; -10470.0532; -25401.1810; -40332.6584; -22755.8171; -16299.6650; -84071.0774; -15261.9658; -454569.8891; -33063.6047; -37019.6000 eV.